# C54H102F27N3O24

A cluster of 12 separate species, C54H102F27N3O24 in total (wB97M-V/def2-TZVPD, the Open Molecules 2025 dataset).

The net charge is -6. For the total energy, the calculation gives -6783.993169 Ha.

Last columns: bonded neighbours and bond lengths (Å).
Atoms and positions in Å:
1 C 9.057 8.754 4.637  O2 1.437, O3 1.409, C4 1.580, H15 1.090
2 O 8.898 7.725 3.645  C1 1.437, C8 1.440
3 O 10.456 8.789 4.806  C1 1.409
4 C 8.297 10.108 4.351  C1 1.580, F5 1.341, F6 1.319, F7 1.316
5 F 8.724 10.652 3.202  C4 1.341
6 F 7.000 9.900 4.242  C4 1.319
7 F 8.534 10.981 5.306  C4 1.316
8 C 7.613 7.089 3.511  O2 1.440, C9 1.516, H13 1.090, H14 1.090
9 C 7.692 5.973 2.488  C8 1.516, H10 1.090, H11 1.090, H12 1.090
10 H 8.478 5.292 2.815  C9 1.090
11 H 6.762 5.416 2.368  C9 1.090
12 H 7.979 6.437 1.544  C9 1.090
13 H 6.854 7.794 3.173  C8 1.090
14 H 7.305 6.527 4.392  C8 1.090
15 H 8.683 8.292 5.551  C1 1.090
16 C -2.266 -4.333 4.608  O17 1.485, O18 1.410, C19 1.583, H30 1.090
17 O -2.090 -5.286 3.483  C16 1.485, C23 1.440
18 O -2.291 -3.093 3.939  C16 1.410
19 C -3.446 -4.674 5.607  C16 1.583, F20 1.386, F21 1.360, F22 1.313
20 F -3.289 -3.973 6.791  C19 1.386
21 F -4.672 -4.417 5.076  C19 1.360
22 F -3.540 -5.943 5.930  C19 1.313
23 C -1.512 -6.565 3.806  O17 1.440, C24 1.580, H28 1.090, H29 1.090
24 C -1.681 -7.456 2.512  C23 1.580, H25 1.090, H26 1.090, H27 1.090
25 H -1.314 -8.475 2.630  C24 1.090
26 H -2.718 -7.433 2.177  C24 1.090
27 H -1.050 -7.026 1.734  C24 1.090
28 H -1.889 -7.086 4.686  C23 1.090
29 H -0.448 -6.352 3.913  C23 1.090
30 H -1.315 -4.456 5.126  C16 1.090
31 C 4.951 -7.177 -7.890  O32 1.429, O33 1.429, C34 1.569, H45 1.090
32 O 3.545 -7.330 -7.684  C31 1.429, C38 1.424
33 O 5.563 -8.311 -7.273  C31 1.429
34 C 5.288 -6.767 -9.366  C31 1.569, F35 1.262, F36 1.347, F37 1.334
35 F 6.529 -6.596 -9.516  C34 1.262
36 F 5.023 -7.700 -10.301  C34 1.347
37 F 4.720 -5.603 -9.682  C34 1.334
38 C 2.699 -6.242 -7.326  O32 1.424, C39 1.522, H43 1.090, H44 1.090
39 C 1.289 -6.760 -7.079  C38 1.522, H40 1.090, H41 1.090, H42 1.090
40 H 0.990 -7.434 -7.880  C39 1.090
41 H 1.311 -7.351 -6.163  C39 1.090
42 H 0.592 -5.923 -7.122  C39 1.090
43 H 2.621 -5.470 -8.091  C38 1.090
44 H 3.052 -5.693 -6.453  C38 1.090
45 H 5.163 -6.343 -7.221  C31 1.090
46 C -3.786 3.909 -1.070  O47 1.404, O48 1.406, C49 1.610, H60 1.090
47 O -4.287 5.216 -1.190  C46 1.404, C53 1.459
48 O -4.208 3.501 0.208  C46 1.406
49 C -4.366 3.010 -2.273  C46 1.610, F50 1.330, F51 1.342, F52 1.347
50 F -3.869 3.430 -3.433  C49 1.330
51 F -4.108 1.695 -2.194  C49 1.342
52 F -5.708 3.009 -2.383  C49 1.347
53 C -3.478 6.069 -2.054  O47 1.459, C54 1.545, H58 1.090, H59 1.090
54 C -2.396 6.831 -1.258  C53 1.545, H55 1.090, H56 1.090, H57 1.090
55 H -1.843 7.618 -1.771  C54 1.090
56 H -2.704 7.337 -0.343  C54 1.090
57 H -1.625 6.136 -0.927  C54 1.090
58 H -4.164 6.856 -2.368  C53 1.090
59 H -3.219 5.770 -3.070  C53 1.090
60 H -2.698 3.850 -1.097  C46 1.090
61 C 1.172 0.969 -8.475  O62 1.439, O63 1.443, C64 1.603, H75 1.090
62 O 2.279 0.343 -7.804  C61 1.439, C68 1.469
63 O 1.709 2.178 -9.052  C61 1.443
64 C 0.222 0.009 -9.337  C61 1.603, F65 1.326, F66 1.293, F67 1.338
65 F -0.182 0.548 -10.480  C64 1.326
66 F 0.835 -1.066 -9.711  C64 1.293
67 F -0.893 -0.375 -8.705  C64 1.338
68 C 1.983 -0.699 -6.811  O62 1.469, C69 1.534, H73 1.090, H74 1.090
69 C 3.241 -1.367 -6.242  C68 1.534, H70 1.090, H71 1.090, H72 1.090
70 H 3.852 -0.721 -5.611  C69 1.090
71 H 2.868 -2.127 -5.555  C69 1.090
72 H 3.799 -1.824 -7.059  C69 1.090
73 H 1.446 -1.574 -7.178  C68 1.090
74 H 1.475 -0.275 -5.944  C68 1.090
75 H 0.422 1.266 -7.741  C61 1.090
76 C 4.385 -1.139 4.472  O77 1.433, O78 1.424, C79 1.574, H90 1.090
77 O 4.154 -1.975 5.614  C76 1.433, C83 1.432
78 O 3.399 -0.113 4.496  C76 1.424
79 C 5.893 -0.772 4.213  C76 1.574, F80 1.355, F81 1.343, F82 1.370
80 F 6.447 -0.063 5.226  C79 1.355
81 F 6.605 -1.861 3.879  C79 1.343
82 F 5.965 -0.058 3.046  C79 1.370
83 C 3.944 -3.373 5.386  O77 1.432, C84 1.508, H88 1.090, H89 1.090
84 C 3.471 -3.969 6.688  C83 1.508, H85 1.090, H86 1.090, H87 1.090
85 H 2.406 -3.868 6.894  C84 1.090
86 H 3.795 -5.009 6.664  C84 1.090
87 H 4.080 -3.626 7.524  C84 1.090
88 H 4.876 -3.912 5.212  C83 1.090
89 H 3.092 -3.557 4.732  C83 1.090
90 H 4.136 -1.713 3.580  C76 1.090
91 C -7.601 -4.667 -5.621  O92 1.463, O93 1.404, C94 1.588, H105 1.090
92 O -8.359 -4.917 -4.395  C91 1.463, C98 1.446
93 O -8.303 -3.764 -6.435  C91 1.404
94 C -6.066 -4.535 -5.239  C91 1.588, F95 1.314, F96 1.346, F97 1.327
95 F -5.709 -5.556 -4.492  C94 1.314
96 F -5.354 -4.646 -6.376  C94 1.346
97 F -5.756 -3.453 -4.535  C94 1.327
98 C -8.470 -6.231 -3.800  O92 1.446, C99 1.486, H103 1.090, H104 1.090
99 C -9.046 -6.017 -2.446  C98 1.486, H100 1.090, H101 1.090, H102 1.090
100 H -9.430 -4.999 -2.382  C99 1.090
101 H -9.877 -6.692 -2.246  C99 1.090
102 H -8.359 -6.025 -1.600  C99 1.090
103 H -7.510 -6.744 -3.734  C98 1.090
104 H -9.160 -6.775 -4.445  C98 1.090
105 H -7.761 -5.573 -6.205  C91 1.090
106 C 3.547 8.119 -3.819  O107 1.467, O108 1.451, C109 1.578, H120 1.090
107 O 2.398 7.220 -3.979  C106 1.467, C113 1.403
108 O 2.996 9.456 -3.930  C106 1.451
109 C 4.431 7.637 -2.604  C106 1.578, F110 1.296, F111 1.297, F112 1.368
110 F 4.052 8.022 -1.426  C109 1.296
111 F 4.595 6.353 -2.517  C109 1.297
112 F 5.725 8.042 -2.789  C109 1.368
113 C 2.506 6.093 -4.807  O107 1.403, C114 1.511, H118 1.090, H119 1.090
114 C 1.175 5.382 -4.718  C113 1.511, H115 1.090, H116 1.090, H117 1.090
115 H 1.257 4.363 -5.096  C114 1.090
116 H 0.850 5.300 -3.681  C114 1.090
117 H 0.459 6.021 -5.235  C114 1.090
118 H 3.243 5.397 -4.407  C113 1.090
119 H 2.713 6.395 -5.833  C113 1.090
120 H 4.243 7.961 -4.643  C106 1.090
121 C 5.923 -7.787 0.346  O122 1.403, O123 1.460, C124 1.640, H135 1.090
122 O 5.018 -7.668 -0.720  C121 1.403, C128 1.450
123 O 7.216 -7.543 -0.286  C121 1.460
124 C 5.431 -6.867 1.610  C121 1.640, F125 1.297, F126 1.322, F127 1.339
125 F 6.451 -6.523 2.333  C124 1.297
126 F 4.841 -5.733 1.273  C124 1.322
127 F 4.565 -7.526 2.391  C124 1.339
128 C 3.629 -8.045 -0.549  O122 1.450, C129 1.536, H133 1.090, H134 1.090
129 C 3.182 -8.155 -2.014  C128 1.536, H130 1.090, H131 1.090, H132 1.090
130 H 2.128 -8.414 -2.115  C129 1.090
131 H 3.310 -7.254 -2.615  C129 1.090
132 H 3.776 -8.914 -2.523  C129 1.090
133 H 3.055 -7.288 -0.015  C128 1.090
134 H 3.495 -9.020 -0.081  C128 1.090
135 H 5.996 -8.762 0.829  C121 1.090
136 C -0.965 -2.323 -2.519  O137 1.505, H147 1.090, H148 1.090, H149 1.090
137 O 0.197 -2.171 -1.575  C136 1.505, C138 1.413
138 C 0.126 -2.908 -0.372  O137 1.413, C139 1.508, H150 1.090, H151 1.090
139 C 1.023 -2.166 0.587  C138 1.508, N140 1.549, H152 1.090, H153 1.090
140 N 0.419 -0.886 1.218  C139 1.549, H141 1.010, H142 1.010, C143 1.559
141 H -0.292 -1.207 1.859  N140 1.010
142 H 1.139 -0.444 1.772  N140 1.010
143 C -0.285 0.131 0.270  N140 1.559, C144 1.537, H154 1.090, H155 1.090
144 C 0.695 0.874 -0.652  C143 1.537, O145 1.427, H156 1.090, H157 1.090
145 O 1.480 1.775 0.128  C144 1.427, C146 1.415
146 C 2.209 2.729 -0.621  O145 1.415, H158 1.090, H159 1.090, H160 1.090
147 H -1.878 -2.143 -1.953  C136 1.090
148 H -1.075 -3.343 -2.887  C136 1.090
149 H -0.948 -1.696 -3.411  C136 1.090
150 H 0.450 -3.906 -0.668  C138 1.090
151 H -0.878 -2.997 0.042  C138 1.090
152 H 1.842 -1.658 0.077  C139 1.090
153 H 1.362 -2.753 1.441  C139 1.090
154 H -0.728 0.857 0.951  C143 1.090
155 H -1.118 -0.280 -0.301  C143 1.090
156 H 0.122 1.544 -1.293  C144 1.090
157 H 1.326 0.196 -1.227  C144 1.090
158 H 1.465 3.319 -1.156  C146 1.090
159 H 2.919 2.228 -1.278  C146 1.090
160 H 2.818 3.359 0.027  C146 1.090
161 C -5.572 -4.142 1.563  O162 1.403, H172 1.090, H173 1.090, H174 1.090
162 O -6.731 -3.527 2.061  C161 1.403, C163 1.416
163 C -7.372 -2.451 1.399  O162 1.416, C164 1.539, H175 1.090, H176 1.090
164 C -6.468 -1.206 1.385  C163 1.539, N165 1.531, H177 1.090, H178 1.090
165 N -6.000 -0.743 2.767  C164 1.531, H166 1.010, H167 1.010, C168 1.558
166 H -5.219 -1.302 3.081  N165 1.010
167 H -5.603 0.186 2.758  N165 1.010
168 C -7.105 -0.882 3.856  N165 1.558, C169 1.509, H179 1.090, H180 1.090
169 C -6.587 -0.258 5.129  C168 1.509, O170 1.381, H181 1.090, H182 1.090
170 O -6.062 1.010 4.976  C169 1.381, C171 1.406
171 C -5.356 1.353 6.142  O170 1.406, H183 1.090, H184 1.090, H185 1.090
172 H -5.267 -4.888 2.296  C161 1.090
173 H -4.775 -3.425 1.365  C161 1.090
174 H -5.914 -4.622 0.646  C161 1.090
175 H -8.355 -2.314 1.851  C163 1.090
176 H -7.699 -2.778 0.412  C163 1.090
177 H -6.991 -0.289 1.112  C164 1.090
178 H -5.738 -1.375 0.594  C164 1.090
179 H -7.191 -1.968 3.881  C168 1.090
180 H -8.040 -0.443 3.509  C168 1.090
181 H -5.769 -0.922 5.407  C169 1.090
182 H -7.417 -0.197 5.834  C169 1.090
183 H -4.741 0.569 6.584  C171 1.090
184 H -6.024 1.766 6.897  C171 1.090
185 H -4.721 2.222 5.966  C171 1.090
186 C 1.566 7.702 4.107  O187 1.423, H197 1.090, H198 1.090, H199 1.090
187 O 1.219 6.664 5.018  C186 1.423, C188 1.441
188 C 0.952 5.466 4.264  O187 1.441, C189 1.561, H200 1.090, H201 1.090
189 C -0.497 5.476 3.681  C188 1.561, N190 1.529, H202 1.090, H203 1.090
190 N -1.409 5.915 4.828  C189 1.529, H191 1.010, H192 1.010, C193 1.569
191 H -1.367 5.279 5.612  N190 1.010
192 H -1.058 6.817 5.115  N190 1.010
193 C -2.910 6.101 4.412  N190 1.569, C194 1.523, H204 1.090, H205 1.090
194 C -3.505 7.062 5.432  C193 1.523, O195 1.466, H206 1.090, H207 1.090
195 O -2.871 8.374 5.258  C194 1.466, C196 1.458
196 C -3.265 9.149 6.429  O195 1.458, H208 1.090, H209 1.090, H210 1.090
197 H 2.563 7.612 3.677  C186 1.090
198 H 1.676 8.550 4.783  C186 1.090
199 H 0.853 7.873 3.300  C186 1.090
200 H 1.038 4.611 4.934  C188 1.090
201 H 1.638 5.278 3.438  C188 1.090
202 H -0.798 4.458 3.433  C189 1.090
203 H -0.610 6.215 2.889  C189 1.090
204 H -3.318 5.091 4.430  C193 1.090
205 H -2.833 6.341 3.351  C193 1.090
206 H -3.248 6.670 6.416  C194 1.090
207 H -4.556 7.000 5.151  C194 1.090
208 H -4.204 9.656 6.210  C196 1.090
209 H -2.482 9.908 6.415  C196 1.090
210 H -3.291 8.585 7.361  C196 1.090